1.
Below is one molecule with the formula C16H15N3O5, with properties calculated with the ωB97M-V functional and the def2-TZVPD basis.

HOMO energy	-0.3155	hartree
total energy	-31541.0599	eV
energy relative to the best compared isomer or geometry (same formula, charge and spin)	64.5	kcal/mol
total charge	0
frontier orbital gap	7.937	eV
SMILES	NC(=O)c1ccc(NC[C@H]2COc3ccccc3O2)c([N+](=O)[O-])c1

CARTESIAN COORDINATES (ANGSTROEM)
N  -5.713  -0.163  -1.903
C  -5.235  -0.871  -0.853
O  -5.815  -1.844  -0.416
C  -3.951  -0.390  -0.265
C  -3.252  -1.274  0.575
C  -2.074  -0.915  1.167
C  -1.503  0.366  0.984
N  -0.368  0.742  1.596
C  0.535  -0.073  2.358
C  1.713  -0.578  1.508
C  1.284  -1.420  0.301
O  2.415  -1.888  -0.391
C  3.354  -0.909  -0.621
C  4.339  -1.143  -1.572
C  5.280  -0.171  -1.849
C  5.237  1.048  -1.190
C  4.272  1.282  -0.229
C  3.335  0.303  0.070
O  2.416  0.562  1.060
C  -2.222  1.257  0.139
N  -1.775  2.569  -0.161
O  -2.425  3.234  -0.947
O  -0.749  2.990  0.366
C  -3.424  0.866  -0.461
H  -5.214  0.597  -2.327
H  -6.572  -0.473  -2.328
H  -3.678  -2.251  0.740
H  -1.572  -1.628  1.799
H  -0.018  1.666  1.343
H  0.022  -0.921  2.811
H  0.950  0.551  3.154
H  2.376  -1.193  2.139
H  0.725  -2.305  0.610
H  0.662  -0.807  -0.366
H  4.341  -2.093  -2.081
H  6.042  -0.361  -2.589
H  5.961  1.814  -1.417
H  4.224  2.216  0.308
H  -3.922  1.611  -1.063

Löwdin atomic charge list, values in e, 4 entries:
1. N 0.1715
2. C -0.5127
3. O 0.0585
4. C -0.1343

***

2.
Below is a 2-piece molecular cluster, C4H10N2O2 overall, with properties calculated with the ωB97M-V functional and the def2-TZVPD basis.

HOMO energy	-0.3052	hartree
total energy	-11378.3988	eV
energy relative to the best compared isomer or geometry (same formula, charge and spin)	196.1	kcal/mol
total charge	0
frontier orbital gap	4.620	eV

CARTESIAN COORDINATES (ANGSTROEM)
O  -0.450  1.820  -2.477
C  -1.024  0.149  0.188
N  -1.942  0.786  -0.587
C  -0.816  -1.222  0.287
C  -0.086  1.266  0.661
N  0.290  -1.746  0.848
C  1.681  -1.198  0.488
O  2.186  -0.364  1.334
H  -1.373  1.318  -1.343
H  -2.654  0.320  -1.151
H  -1.463  -1.868  -0.303
H  0.707  1.313  -0.081
H  -0.557  2.228  0.764
H  0.426  0.915  1.555
H  0.115  -2.687  1.184
H  2.270  -2.135  0.313
H  1.492  -0.720  -0.505
H  -0.225  2.675  -2.853

Löwdin atomic charge list, values in e, 4 entries:
1. O -0.3648
2. C -0.2233
3. N 0.1416
4. C 0.0022

***

3.
Below is one molecule with the formula C2H4N4S, with properties calculated with the ωB97M-V functional and the def2-TZVPD basis.

HOMO energy	-0.3607	hartree
total energy	-18931.7344	eV
energy relative to the best compared isomer or geometry (same formula, charge and spin)	65.0	kcal/mol
total charge	0
frontier orbital gap	9.856	eV
SMILES	Cc1nnnn1S

CARTESIAN COORDINATES (ANGSTROEM)
C  -0.433  1.635  -0.070
C  -0.556  0.165  -0.091
N  -1.632  -0.637  -0.001
N  -1.281  -1.932  -0.016
N  0.009  -2.062  -0.181
N  0.494  -0.731  -0.167
S  2.213  -0.474  -0.070
H  0.186  1.802  0.807
H  -1.399  2.070  0.229
H  -0.087  2.010  -1.073
H  2.487  -1.846  0.633

Löwdin atomic charge list, values in e, 4 entries:
1. C -0.0329
2. C -0.4068
3. N 0.0199
4. N -0.0590

***

> The lowest total energy belongs to which entry?

C16H15N3O5